The following is a quantum chemistry calculation of C4H8N2O in the gas phase in a non-equilibrium geometry, from the Open Molecules 2025 dataset.

```
15
Properties=species:S:1:pos:R:3:forces:R:3
C -0.736 -0.284 0.294 1.241 0.000 0.479
C -0.717 0.691 1.515 -0.680 -0.243 -0.426
C 0.958 -1.280 -1.228 -0.205 -0.069 0.293
N 0.696 -0.440 -0.068 0.027 -0.889 0.601
C -0.152 1.705 -0.325 -3.817 -0.217 -0.371
O -1.211 0.464 -0.763 1.899 1.912 0.450
N -0.312 1.957 0.881 1.387 -0.469 -0.289
H 1.287 -0.686 0.722 -0.184 -0.122 -0.116
H -1.292 -1.222 0.453 0.041 0.286 -0.160
H 0.120 2.340 -1.150 0.203 -0.157 -0.155
H -1.705 0.804 1.963 0.017 -0.053 0.053
H 0.005 0.416 2.287 -0.058 0.056 -0.066
H 0.718 -2.335 -1.047 0.016 -0.060 -0.057
H 2.011 -1.206 -1.494 -0.032 0.034 -0.117
H 0.330 -0.924 -2.042 0.145 -0.009 -0.121
```
Positions in Å, forces in eV/Å.

Computed properties:
**2S+1**: 1
**Kohn-Sham gap**: 0.3696 Eh
**Total charge**: 0
**Maximum force**: 3.84 eV/A
**E_LUMO**: 0.0367 Eh
**HOMO energy**: -9.06 eV
**Energy above the lowest of the compared OMol25 structures with the same formula, charge and spin**: 80.83 kcal/mol
**SMILES**: CN[C@H]1CN=CO1

=====

The following is a quantum chemistry calculation of 2 unconnected molecules or ions with the total composition C4H8N2O, from the Open Molecules 2025 dataset.

```
15
Properties=species:S:1:pos:R:3:forces:R:3
C 2.217 -0.587 0.389 -0.115 -0.005 0.076
C 1.718 -1.077 -0.940 -0.209 -0.105 -0.050
O 0.588 -1.446 -1.167 0.511 0.146 0.093
C -1.303 0.048 0.660 0.061 -0.040 0.254
N -0.980 -0.500 1.723 -0.255 0.218 -0.503
C -1.488 0.751 -0.435 0.185 -0.285 0.105
N -2.185 1.989 -0.517 -0.203 0.023 0.122
H 1.403 -0.524 1.116 0.157 -0.018 -0.130
H 2.695 0.393 0.265 -0.066 -0.135 -0.023
H 2.992 -1.273 0.753 -0.090 0.083 -0.084
H 2.475 -1.095 -1.754 -0.080 -0.012 0.060
H -1.602 -1.269 1.980 0.046 0.076 -0.014
H -1.034 0.376 -1.347 -0.081 0.027 0.148
H -2.998 1.913 -1.120 0.104 0.031 0.053
H -2.497 2.302 0.395 0.036 -0.005 -0.106
```
Positions in Å, forces in eV/Å.

Computed properties:
**2S+1**: 1
**Kohn-Sham gap**: 0.3278 Eh
**Total charge**: 0
**Maximum force**: 0.60 eV/A
**E_LUMO**: 0.0344 Eh
**HOMO energy**: -7.98 eV
**Energy above the lowest of the compared OMol25 structures with the same formula, charge and spin**: 70.20 kcal/mol
**SMILES**: N=C=CN.CC=O

=====

The following is a quantum chemistry calculation of C4H8N2O in the gas phase, from the Open Molecules 2025 dataset.

```
15
Properties=species:S:1:pos:R:3:forces:R:3
N 0.157 2.096 -0.518 0.131 -0.214 0.082
C 0.342 0.781 -0.502 -0.235 0.203 -0.339
C -0.797 -0.185 -0.624 -0.069 0.043 0.024
C -0.529 -1.594 -0.061 -0.053 0.014 -0.355
O -0.474 -1.629 1.346 0.185 0.050 0.095
C 1.664 0.280 -0.335 -0.220 0.042 0.434
N 1.778 0.192 0.981 0.123 -0.004 -0.136
H -0.688 2.543 -0.193 -0.137 -0.205 -0.436
H 0.995 2.665 -0.536 -0.115 -0.057 0.191
H 0.893 0.524 1.430 0.595 -0.123 0.402
H -0.958 -0.271 -1.707 -0.112 -0.018 0.073
H -1.716 0.220 -0.183 0.095 0.043 -0.084
H 0.386 -2.002 -0.509 -0.145 0.092 0.065
H -1.364 -2.237 -0.360 0.116 0.126 0.008
H 0.449 -1.474 1.602 -0.160 0.008 -0.025
```
Positions in Å, forces in eV/Å.

Computed properties:
**2S+1**: 1
**Kohn-Sham gap**: 0.2966 Eh
**Total charge**: 0
**Maximum force**: 0.73 eV/A
**E_LUMO**: 0.0168 Eh
**HOMO energy**: -7.62 eV
**Energy above the lowest of the compared OMol25 structures with the same formula, charge and spin**: 107.00 kcal/mol
**SMILES**: N=C=C(N)CCO

=====

The following is a quantum chemistry calculation of C4H8N2O in the gas phase, from the Open Molecules 2025 dataset.

```
15
Properties=species:S:1:pos:R:3:forces:R:3
N -0.914 1.289 1.375 -0.066 0.086 0.049
C 0.421 0.672 0.788 0.299 0.138 0.041
O 1.380 1.389 0.820 -0.447 -0.316 -0.023
C 0.335 -0.854 0.643 0.111 -0.032 0.172
N -0.334 -1.121 -0.614 0.011 -0.059 0.152
C 0.372 -0.433 -1.694 0.206 -0.002 -0.203
C -0.768 0.259 -1.051 -0.154 0.097 -0.231
H -0.750 2.268 1.607 -0.003 -0.150 -0.037
H -1.345 0.782 2.149 0.120 0.047 -0.126
H 1.351 -1.264 0.698 -0.133 0.050 -0.034
H -0.247 -1.268 1.481 0.071 0.086 -0.088
H 1.389 -0.078 -1.506 -0.159 -0.049 0.006
H 0.252 -0.919 -2.662 -0.008 0.099 0.157
H -1.346 1.145 0.387 0.042 -0.009 0.065
H -1.683 0.233 -1.657 0.110 0.014 0.099
```
Positions in Å, forces in eV/Å.

Computed properties:
**2S+1**: 1
**Kohn-Sham gap**: 0.3023 Eh
**Total charge**: 0
**Maximum force**: 0.55 eV/A
**E_LUMO**: 0.0168 Eh
**HOMO energy**: -7.77 eV
**Energy above the lowest of the compared OMol25 structures with the same formula, charge and spin**: 127.36 kcal/mol

=====

The following is a quantum chemistry calculation of C4H8N2O in the gas phase in a non-equilibrium geometry, from the Open Molecules 2025 dataset.

```
15
Properties=species:S:1:pos:R:3:forces:R:3
C -2.040 -0.660 -0.091 1.197 1.101 -0.589
C -1.049 1.765 -0.190 -0.997 -1.009 0.449
C 2.082 -1.165 0.526 0.176 0.248 -3.269
C -0.877 0.209 0.083 0.634 0.534 0.498
N -2.904 -1.387 -0.191 -1.555 -1.183 -0.148
N 0.355 -0.161 -0.637 0.675 -0.237 -0.090
O 0.937 -1.403 -0.270 -1.316 0.376 -0.071
H -1.299 2.279 0.766 0.950 -0.178 -0.661
H -1.883 2.073 -0.835 0.210 -0.671 -0.127
H -0.107 1.970 -0.701 -0.120 0.897 0.591
H 2.622 -2.064 0.377 1.182 -0.617 -0.149
H 1.896 -1.088 1.516 -0.989 0.515 3.327
H 2.544 -0.254 0.139 0.497 -0.287 0.182
H -0.694 0.040 1.180 0.456 0.444 -0.954
H 0.416 -0.152 -1.672 -1.000 0.067 1.010
```
Positions in Å, forces in eV/Å.

Computed properties:
**2S+1**: 1
**Kohn-Sham gap**: 0.3895 Eh
**Total charge**: 0
**Maximum force**: 3.51 eV/A
**E_LUMO**: 0.0304 Eh
**HOMO energy**: -9.77 eV
**Energy above the lowest of the compared OMol25 structures with the same formula, charge and spin**: 96.74 kcal/mol
**SMILES**: CON[C@@H](C)C#N

=====

The following is a quantum chemistry calculation of C4H8N2O in the gas phase in a non-equilibrium geometry, from the Open Molecules 2025 dataset.

```
15
Properties=species:S:1:pos:R:3:forces:R:3
C 1.232 -1.539 -0.112 -0.006 -0.179 0.605
C -0.401 0.491 0.066 0.295 -0.487 -0.043
C 0.874 -0.111 0.087 0.508 1.275 -2.676
N -0.440 1.938 0.032 -0.250 -0.238 -0.316
C -1.710 -0.476 -0.018 1.674 0.401 -0.191
O 1.937 0.728 -0.009 -0.824 -0.860 0.824
N -1.000 -0.249 1.143 -1.586 -0.121 1.593
H 1.560 1.636 -0.024 -0.106 -0.153 0.022
H -0.854 2.275 0.896 0.042 -0.127 0.032
H -1.017 2.278 -0.730 0.228 0.012 -0.002
H 2.004 -1.813 0.613 -0.025 0.026 -0.076
H 0.384 -2.199 0.051 -0.008 0.164 -0.074
H 1.650 -1.695 -1.110 -0.021 0.176 0.041
H -2.459 0.218 -0.426 0.001 -0.006 0.375
H -1.761 -1.481 -0.458 0.077 0.117 -0.113
```
Positions in Å, forces in eV/Å.

Computed properties:
**2S+1**: 1
**Kohn-Sham gap (spin up / spin down)**: 0.3085 / 0.3085 Eh
**Total charge**: 0
**Maximum force**: 3.01 eV/A
**E_LUMO (spin up / spin down)**: 0.0251 / 0.0251 Eh
**HOMO energy (spin up / spin down)**: -7.71 / -7.71 eV
**Energy above the lowest of the compared OMol25 structures with the same formula, charge and spin**: 102.32 kcal/mol

=====

The following is a quantum chemistry calculation of 2 unconnected molecules or ions with the total composition C4H8N2O in a non-equilibrium geometry, from the Open Molecules 2025 dataset.

```
15
Properties=species:S:1:pos:R:3:forces:R:3
C 2.360 -0.269 0.027 -0.340 1.789 0.440
C -0.416 -0.812 -0.045 2.310 -1.366 0.731
C 1.862 1.116 0.429 -0.348 -2.086 -0.972
C -2.590 -0.534 0.170 -0.081 -1.126 2.110
N 1.627 -1.215 -0.323 -3.621 0.090 -0.069
N -1.315 0.068 -0.063 3.387 -1.752 -1.156
O 3.702 -0.395 0.005 0.403 -2.324 -0.393
H 3.817 -1.372 -0.251 0.191 1.873 0.412
H -0.411 -1.885 0.315 -0.662 1.197 -0.677
H 1.113 0.883 1.220 1.070 1.029 0.048
H 1.229 1.298 -0.447 0.243 0.942 0.194
H 2.743 1.758 0.518 -0.771 0.333 0.569
H -2.516 -1.628 0.515 -0.427 1.592 -0.580
H -3.025 0.100 0.908 -0.576 0.028 1.162
H -3.245 -0.378 -0.625 -0.778 -0.218 -1.819
```
Positions in Å, forces in eV/Å.

Computed properties:
**2S+1**: 1
**Kohn-Sham gap**: 0.3462 Eh
**Total charge**: 0
**Maximum force**: 3.98 eV/A
**E_LUMO**: 0.0148 Eh
**HOMO energy**: -9.02 eV
**Energy above the lowest of the compared OMol25 structures with the same formula, charge and spin**: 122.68 kcal/mol

=====

The following is a quantum chemistry calculation of C4H8N2O in the gas phase in a non-equilibrium geometry, from the Open Molecules 2025 dataset.

```
15
Properties=species:S:1:pos:R:3:forces:R:3
C 2.176 -0.048 0.191 1.825 -2.028 2.578
C 1.316 1.005 -0.162 -4.029 2.624 -0.730
C -1.837 -0.303 -0.741 -1.466 2.030 -2.357
C -1.912 -0.126 0.674 -1.424 -0.363 2.157
H 0.775 -1.224 -0.070 1.797 -1.020 -0.555
H 2.248 -0.045 1.366 0.320 0.331 -1.801
H 3.103 0.204 -0.260 1.400 -0.058 0.076
H 1.669 1.989 -0.467 0.623 -0.063 0.389
H -2.035 0.532 -1.438 0.298 -0.445 0.524
H -2.183 -1.234 -1.066 -0.086 -1.334 -0.790
H -2.129 0.783 1.199 0.151 0.652 -0.386
H -2.397 -0.974 1.198 1.141 0.274 -0.045
N 0.035 1.051 -0.198 -0.455 -1.225 -0.175
N -0.638 -0.288 0.000 2.587 0.466 0.884
O 1.807 -1.321 -0.228 -2.682 0.158 0.231
```
Positions in Å, forces in eV/Å.

Computed properties:
**2S+1**: 1
**Kohn-Sham gap**: 0.3735 Eh
**Total charge**: 0
**Maximum force**: 4.86 eV/A
**E_LUMO**: 0.0349 Eh
**HOMO energy**: -9.21 eV
**Energy above the lowest of the compared OMol25 structures with the same formula, charge and spin**: 106.17 kcal/mol
**SMILES**: OC/C=N\N1CC1

=====

The following is a quantum chemistry calculation of a molecular structure, C4H8N2O in a non-equilibrium geometry, from the Open Molecules 2025 dataset.

```
15
Properties=species:S:1:pos:R:3:forces:R:3
N 0.453 -2.066 0.931 0.213 -0.033 0.071
C 0.669 -0.728 0.424 0.014 0.140 -0.122
C 0.234 -0.486 -1.027 -0.055 -0.076 -0.026
C -0.159 0.983 -0.872 0.104 0.141 -0.528
O -1.572 2.008 0.296 -0.271 0.433 -0.173
C -0.266 0.302 0.958 -0.472 0.222 1.000
N -1.006 0.796 1.753 0.672 -0.585 -0.453
H 1.077 -2.706 0.448 -0.087 0.002 0.068
H 0.675 -2.117 1.921 -0.052 -0.007 -0.107
H 1.689 -0.331 0.570 -0.174 -0.068 -0.001
H -0.653 -1.098 -1.223 0.129 0.076 0.026
H 0.979 -0.674 -1.814 -0.130 0.051 0.126
H -0.834 1.358 -1.634 0.121 -0.012 0.106
H 0.685 1.653 -0.717 -0.167 -0.066 0.044
H -2.141 2.806 0.176 0.156 -0.217 -0.031
```
Positions in Å, forces in eV/Å.

Computed properties:
**2S+1**: 1
**Kohn-Sham gap (spin up / spin down)**: 0.3269 / 0.3268 Eh
**Total charge**: 0
**Maximum force**: 1.13 eV/A
**E_LUMO (spin up / spin down)**: -0.0188 / -0.0186 Eh
**HOMO energy (spin up / spin down)**: -9.41 / -9.40 eV
**Energy above the lowest of the compared OMol25 structures with the same formula, charge and spin**: 164.06 kcal/mol

=====

The following is a quantum chemistry calculation of 2 unconnected molecules or ions with the total composition C4H8N2O in a non-equilibrium geometry, from the Open Molecules 2025 dataset.

```
15
Properties=species:S:1:pos:R:3:forces:R:3
C 1.773 1.827 -0.774 0.163 0.412 0.748
C -1.313 -0.523 -1.428 0.256 -0.366 0.333
C -0.752 -1.548 1.832 -2.417 2.623 1.482
C 1.117 1.159 0.141 0.013 -0.722 0.326
N 2.438 2.647 -1.391 -0.387 0.224 2.529
N -0.759 -0.600 -0.314 1.303 -0.625 1.298
O -1.330 -1.472 0.568 -1.489 -0.608 -1.241
H 2.341 2.746 -2.343 0.172 -0.339 -2.747
H -0.816 -0.064 -2.223 0.810 1.312 -0.732
H -2.172 -1.036 -1.661 -2.147 -1.371 -0.405
H 0.003 -0.817 1.998 0.845 0.328 -0.092
H -0.508 -2.502 2.115 1.229 -2.501 -0.034
H -1.568 -1.318 2.586 0.666 0.148 -0.749
H 1.528 0.279 0.678 -0.084 0.758 -0.854
H 0.019 1.221 0.214 1.068 0.727 0.139
```
Positions in Å, forces in eV/Å.

Computed properties:
**2S+1**: 1
**Kohn-Sham gap**: 0.3415 Eh
**Total charge**: 0
**Maximum force**: 3.86 eV/A
**E_LUMO**: 0.0330 Eh
**HOMO energy**: -8.39 eV
**Energy above the lowest of the compared OMol25 structures with the same formula, charge and spin**: 138.77 kcal/mol
**SMILES**: C=C=N.C=NOC